Below is the molecule C3H3NO4, with properties calculated with ωB97M-V with the def2-TZVPD basis set.

XYZ file:
```
11
Properties=species:S:1:pos:R:3
C -0.48 -0.95 -0.22
C 0.61 -1.28 0.34
C -0.53 0.48 -0.29
H -1.70 -0.66 -1.43
H 1.23 -2.28 0.47
H 0.95 2.52 0.83
N 0.76 0.90 0.17
O -1.51 -1.58 -0.72
O 1.40 -0.12 0.72
O 0.48 1.80 1.18
O -1.21 1.16 -1.04
```

Calculated values
energy above the lowest of the compared OMol25 structures with the same formula, charge and spin: 6.327 eV
net charge: 0
highest occupied orbital energy: -9.557 eV
strongest force on any atom: 7.3 eV/A
E_tot: -471.64067 Ha
Kohn-Sham gap: 9.418 eV

***

Below is a structure of composition CH3Cl3N2, with properties calculated with ωB97M-V with the def2-TZVPD basis set.

XYZ file:
```
9
Properties=species:S:1:pos:R:3
C -0.15 -0.18 -0.05
N -1.34 -0.59 -0.58
N -2.54 0.80 -0.29
Cl -1.91 -1.93 0.39
Cl -2.96 0.53 1.35
Cl -3.98 0.50 -1.19
H -0.04 0.20 0.97
H 0.59 -0.96 0.03
H 0.41 0.52 -0.73
```

Calculated values
energy above the lowest of the compared OMol25 structures with the same formula, charge and spin: 3.047 eV
net charge: 0
highest occupied orbital energy: -9.876 eV
strongest force on any atom: 4.6 eV/A
E_tot: -1529.79306 Ha
Kohn-Sham gap: 9.447 eV

***

Below is the molecule C3H2O2, with properties calculated with ωB97M-V with the def2-TZVPD basis set.

XYZ file:
```
7
Properties=species:S:1:pos:R:3
C 1.46 0.19 -0.06
C 2.82 -0.14 -0.01
C 0.19 0.00 0.03
O 3.82 -0.73 0.01
O 2.47 1.20 0.02
H -0.68 0.78 -0.01
H -0.29 -0.93 0.09
```

Calculated values
energy above the lowest of the compared OMol25 structures with the same formula, charge and spin: 1.371 eV
net charge: 0
highest occupied orbital energy: -10.605 eV
strongest force on any atom: 4.1 eV/A
E_tot: -265.90089 Ha
Kohn-Sham gap: 11.091 eV

***

Below is a structure of composition C42H85InN4O10, with properties calculated with ωB97M-V with the def2-TZVPD basis set.

XYZ file:
```
142
Properties=species:S:1:pos:R:3
In -0.22 1.62 -0.01
C 3.76 -1.50 -0.73
C 2.66 -0.49 -0.42
O 1.64 -0.83 0.27
O 2.53 0.62 -0.99
H 3.27 -2.47 -0.74
H 4.64 -1.45 -0.08
H 4.19 -1.31 -1.71
C -0.28 6.60 0.00
C -0.22 5.08 0.38
O -1.26 4.47 0.62
O 0.85 4.50 0.10
H 0.58 7.18 0.33
H -1.24 6.94 0.40
H -0.32 6.84 -1.07
C -4.08 -1.49 -0.56
C -2.98 -0.49 -0.43
O -2.00 -0.59 -1.18
O -2.99 0.47 0.45
H -4.83 -1.06 -1.23
H -4.47 -1.62 0.45
H -3.62 -2.40 -0.95
C 2.84 2.39 2.43
C 1.92 2.54 3.66
C 2.12 4.01 4.20
C 0.94 4.65 5.00
C -0.49 4.23 4.45
C -0.64 2.68 4.22
N 0.49 2.30 3.29
O 0.34 0.98 2.84
C -0.61 1.99 5.62
C -2.10 2.46 3.63
C 2.45 1.62 4.86
H 3.81 2.89 2.44
H 2.43 2.91 1.57
H 3.08 1.38 2.09
H 3.05 4.08 4.75
H 2.31 4.67 3.35
H 0.92 5.74 4.98
H 1.08 4.39 6.04
H -0.77 4.82 3.58
H -1.19 4.56 5.22
H 0.06 2.40 6.37
H -1.61 1.89 6.05
H -0.27 0.95 5.60
H -2.41 1.42 3.75
H -2.82 3.14 4.08
H -1.94 2.84 2.62
H 2.22 2.02 5.85
H 3.52 1.46 4.76
H 1.99 0.63 4.86
H 0.40 0.40 3.60
C 2.16 -3.32 3.66
C 0.71 -3.94 3.45
C 0.46 -4.79 4.67
C -0.95 -5.28 4.74
C -1.85 -4.05 4.85
C -1.69 -3.10 3.63
N -0.25 -2.82 3.44
O 0.00 -1.78 2.54
C -2.40 -3.70 2.40
C -2.45 -1.74 3.99
C 0.67 -4.86 2.20
H 2.11 -2.56 4.44
H 2.53 -2.77 2.80
H 2.84 -4.12 3.99
H 1.10 -5.66 4.57
H 0.67 -4.29 5.61
H -1.12 -5.91 5.61
H -1.29 -5.88 3.90
H -1.59 -3.43 5.71
H -2.88 -4.36 5.03
H -2.26 -4.77 2.29
H -3.45 -3.41 2.39
H -1.92 -3.36 1.48
H -1.98 -1.24 4.84
H -2.36 -0.94 3.26
H -3.49 -1.92 4.25
H 0.36 -5.86 2.49
H 1.67 -5.00 1.80
H 0.11 -4.48 1.34
H 0.35 -2.19 1.74
C -0.53 -5.35 -4.36
C 0.14 -4.53 -3.24
C 1.62 -5.09 -2.99
C 2.66 -4.48 -3.94
C 2.55 -2.95 -4.01
C 1.11 -2.43 -4.30
N 0.12 -3.09 -3.40
O -1.12 -2.47 -3.40
C 1.19 -0.91 -3.97
C 0.80 -2.50 -5.82
C -0.58 -4.86 -1.86
H -0.70 -6.37 -4.01
H -0.05 -5.30 -5.34
H -1.57 -5.06 -4.50
H 1.84 -4.99 -1.93
H 1.62 -6.16 -3.18
H 2.50 -4.89 -4.93
H 3.69 -4.74 -3.70
H 3.21 -2.65 -4.82
H 2.96 -2.40 -3.16
H 1.09 -0.66 -2.91
H 1.96 -0.34 -4.49
H 0.33 -0.52 -4.51
H 1.64 -2.12 -6.40
H 0.81 -3.53 -6.15
H -0.12 -1.96 -6.05
H -0.51 -5.90 -1.55
H -1.58 -4.43 -1.77
H -0.01 -4.38 -1.07
H -1.24 -2.21 -2.48
C 0.73 2.99 -5.18
C 0.56 3.47 -3.74
C 0.46 5.00 -3.67
C -0.90 5.60 -4.14
C -2.01 5.00 -3.31
C -2.02 3.43 -3.35
N -0.66 2.87 -3.07
O -0.65 1.46 -3.18
C -3.00 2.99 -2.19
C -2.78 3.02 -4.73
C 1.82 3.03 -2.95
H 1.73 3.19 -5.55
H 0.04 3.28 -5.97
H 0.71 1.90 -5.06
H 0.46 5.36 -2.64
H 1.37 5.40 -4.12
H -0.96 5.25 -5.17
H -1.03 6.68 -4.22
H -3.01 5.34 -3.56
H -1.79 5.34 -2.30
H -4.00 3.43 -2.20
H -3.26 1.93 -2.13
H -2.62 3.20 -1.19
H -2.24 3.36 -5.61
H -2.74 1.95 -4.91
H -3.81 3.34 -4.90
H 1.90 3.29 -1.90
H 2.69 3.34 -3.53
H 1.85 1.95 -3.10
H -1.24 1.31 -3.92
```

Calculated values
energy above the lowest of the compared OMol25 structures with the same formula, charge and spin: 0.000 eV
net charge: 0
highest occupied orbital energy: -7.700 eV
strongest force on any atom: 4.0 eV/A
E_tot: -2812.47435 Ha
Kohn-Sham gap: 3.172 eV

***

Below is a cluster of 2 separate species, C9H14 in total, with properties calculated with ωB97M-V with the def2-TZVPD basis set.

XYZ file:
```
23
Properties=species:S:1:pos:R:3
C -0.75 -1.52 -2.64
C 1.36 0.29 -0.25
C 1.54 1.55 -0.82
C 0.64 -0.70 -0.82
C 0.01 -0.45 -2.02
C 1.05 1.73 -2.06
C 0.35 0.72 -2.71
H 2.00 0.02 0.70
H 2.23 2.23 -0.39
H 0.60 -1.64 -0.34
H 1.25 2.64 -2.60
H -1.50 -1.25 -3.39
H -1.27 -2.18 -1.94
H 0.00 0.84 -3.69
H -0.12 -2.22 -3.09
C -0.18 0.23 3.32
C -1.60 -0.24 3.14
H 0.48 0.18 2.45
H -0.28 1.28 3.62
H 0.28 -0.34 4.12
H -1.81 -1.30 3.17
H -2.15 0.12 4.01
H -2.16 0.03 2.25
```

Calculated values
energy above the lowest of the compared OMol25 structures with the same formula, charge and spin: 0.887 eV
net charge: 0
highest occupied orbital energy: -8.990 eV
strongest force on any atom: 4.2 eV/A
E_tot: -351.29758 Ha
Kohn-Sham gap: 9.999 eV

***

Below is a structure of composition C34H29Cl11N3OReSSi2, with properties calculated with ωB97M-V with the def2-TZVPD basis set.

XYZ file:
```
82
Properties=species:S:1:pos:R:3
Re -0.15 0.01 0.25
C 3.44 -0.46 1.29
Si 2.37 0.22 -0.10
C 2.79 -0.68 -1.69
C 2.81 2.03 -0.19
C 4.13 2.43 -0.45
C 4.50 3.77 -0.38
C 3.55 4.73 -0.05
C 2.24 4.35 0.19
C 1.85 3.00 0.12
Si 0.05 2.53 0.34
C -0.89 3.30 -1.07
C -0.64 3.20 1.93
H 4.47 -0.62 0.94
H 3.09 -1.41 1.70
H 3.48 0.26 2.10
H 3.88 -0.69 -1.82
H 2.35 -0.17 -2.55
H 2.43 -1.72 -1.68
H 4.89 1.69 -0.69
H 5.53 4.06 -0.58
H 3.84 5.77 0.01
H 1.51 5.12 0.44
H -0.79 4.39 -1.01
H -1.96 3.07 -1.04
H -0.50 2.99 -2.04
H -0.61 4.29 1.92
H -0.07 2.86 2.80
H -1.68 2.89 2.06
Cl -3.01 0.20 3.09
C -3.36 0.14 1.39
C -2.30 0.14 0.50
C -2.65 0.09 -0.84
Cl -1.18 0.08 -1.88
C -3.92 0.04 -1.36
Cl -4.17 -0.01 -3.05
C -4.96 0.04 -0.42
Cl -6.58 -0.01 -0.98
C -4.68 0.09 0.95
Cl -5.97 0.07 2.08
Cl 3.66 -10.53 -3.29
C 3.53 -9.03 -2.43
C 3.82 -8.98 -1.08
C 3.70 -7.78 -0.41
C 3.30 -6.62 -1.07
C 3.18 -5.34 -0.28
C 1.90 -5.31 0.59
N 0.95 -4.27 0.19
C 0.10 -4.30 -0.90
C -0.46 -3.07 -0.97
N 0.04 -2.28 0.06
C 0.89 -3.05 0.72
O 4.31 -5.21 0.57
C 4.63 -3.83 0.75
C 5.51 -3.65 1.94
C 5.02 -3.55 3.20
Cl 3.35 -3.53 3.65
S 6.25 -3.37 4.38
C 7.46 -3.43 3.17
C 6.93 -3.58 1.93
C 3.02 -6.70 -2.42
Cl 2.48 -5.30 -3.32
C 3.12 -7.90 -3.11
H 4.15 -9.88 -0.56
H 3.95 -7.72 0.64
H 3.14 -4.50 -0.98
H 2.20 -5.09 1.61
H 1.40 -6.27 0.58
H -0.03 -5.18 -1.50
H -1.19 -2.70 -1.67
H 1.45 -2.76 1.60
H 3.72 -3.25 0.90
H 5.12 -3.46 -0.16
H 8.50 -3.34 3.45
H 7.53 -3.64 1.03
H 2.89 -7.95 -4.17
Cl 0.20 -2.03 5.12
C 0.77 -0.42 4.72
Cl 2.49 -0.26 5.02
Cl -0.15 0.82 5.57
C 0.53 -0.24 3.28
N 0.33 -0.12 2.16
```

Calculated values
spin multiplicity: 4
energy above the lowest of the compared OMol25 structures with the same formula, charge and spin: 0.497 eV
net charge: +1
highest occupied orbital energy (alpha / beta): -10.889 / -10.811 eV
strongest force on any atom: 1.1 eV/A
E_tot: -7669.84812 Ha
Kohn-Sham gap (alpha / beta): 8.352 / 6.330 eV
⟨S²⟩: 3.777

***

> The highest E_tot belongs to which entry?

C3H2O2